1.
A 8-piece molecular cluster, C24H64Br2Cl2N4O3 overall at a distorted geometry. Source: the OMol25 dataset; level of theory: ωB97M-V/def2-TZVPD.

Results
Charge: 0
Spin multiplicity: 1

Geometry (Å):
N: 0.514269 -1.173327 -0.929600
H: 0.276057 -2.056951 -1.412837
H: -0.262163 -0.737831 -0.418476
H: 1.008146 -0.485860 -1.520654
H: 1.199137 -1.422620 -0.180595
Br: 2.339195 -2.235288 1.478568
Br: 2.372344 0.636203 -3.088670
C: -4.095283 -3.139962 6.017766
C: -2.640562 -3.150504 5.548359
N: -2.147780 -1.867907 4.890472
C: -2.293685 -0.723002 5.865896
C: -0.703207 -2.049244 4.530549
C: 0.010364 -0.834679 3.985021
C: -2.947920 -1.618073 3.630236
C: -3.274639 -2.822338 2.729692
O: -2.195075 -3.627973 2.407797
C: -1.422073 -3.169039 1.276150
H: -4.300722 -2.338076 6.719535
H: -4.319366 -4.100928 6.475230
H: -4.715633 -3.071119 5.124693
H: -2.461870 -3.940963 4.826558
H: -2.025770 -3.167620 6.449754
H: -3.351866 -0.665514 6.092747
H: -1.951342 0.120702 5.279240
H: -1.730019 -1.004146 6.749475
H: -0.622690 -2.808832 3.757346
H: -0.176949 -2.462198 5.393929
H: -0.347867 -0.565125 2.987730
H: 1.003264 -1.253759 3.793085
H: 0.050182 0.085966 4.565285
H: -2.424252 -0.838198 3.074618
H: -3.907955 -1.172926 3.904684
H: -3.778705 -2.374998 1.861111
H: -4.101609 -3.372894 3.188550
H: -1.003488 -2.164272 1.396029
H: -1.973790 -3.340143 0.356077
H: -0.515479 -3.775094 1.310227
C: 0.728615 2.946520 2.458757
C: 1.768529 3.777836 1.750270
N: 2.319317 3.130626 0.494286
C: 1.145860 3.022899 -0.463659
C: 3.363813 4.058738 -0.093275
C: 3.596069 3.923082 -1.591200
C: 2.850651 1.747839 0.696330
C: 3.740190 1.565491 1.898187
O: 5.032382 2.077432 1.678559
C: 5.923944 1.816724 2.726885
H: -0.268811 2.907556 2.014071
H: 0.551495 3.382639 3.446059
H: 0.964268 1.890703 2.606043
H: 2.641148 3.948215 2.376129
H: 1.287276 4.663628 1.343181
H: 0.830114 4.037663 -0.675867
H: 0.458281 2.321237 0.006581
H: 1.517494 2.475174 -1.333281
H: 4.282698 3.783392 0.427100
H: 3.121170 5.063159 0.250634
H: 3.800727 2.893070 -1.874346
H: 4.452151 4.573747 -1.774928
H: 2.768714 4.341403 -2.159779
H: 3.314086 1.444245 -0.247993
H: 2.014279 1.045447 0.698162
H: 3.850271 0.485844 2.066029
H: 3.243420 1.959565 2.795796
H: 5.585914 2.339896 3.630601
H: 6.920557 2.136493 2.434011
H: 6.021246 0.759152 3.002581
C: 1.310363 -2.313538 -5.296441
C: -0.056045 -1.983361 -5.863434
N: -0.610490 -0.637536 -5.408829
C: 0.328882 0.418926 -5.956808
C: -1.940091 -0.419190 -6.101198
C: -3.031292 -1.353631 -5.615168
C: -0.650701 -0.561630 -3.932902
C: -0.917765 0.811075 -3.321032
O: -2.232870 1.238212 -3.622546
C: -2.568182 2.365862 -2.844102
H: 2.021518 -1.672519 -5.833503
H: 1.740057 -3.250719 -5.662023
H: 1.451718 -2.289543 -4.223116
H: -0.805637 -2.728803 -5.612640
H: 0.095469 -1.925972 -6.941013
H: 1.250277 0.290925 -5.392848
H: -0.175143 1.363144 -5.791189
H: 0.505478 0.236216 -7.012838
H: -1.746712 -0.569524 -7.159917
H: -2.247299 0.570041 -5.773260
H: -2.867671 -2.424574 -5.714058
H: -3.974863 -1.087959 -6.096087
H: -3.251946 -1.188353 -4.559216
H: 0.301906 -0.871915 -3.514391
H: -1.407494 -1.239490 -3.539476
H: -0.213785 1.526110 -3.764152
H: -0.639296 0.715517 -2.269485
H: -3.615938 2.593864 -3.048883
H: -1.999199 3.267947 -3.111666
H: -2.461406 2.233521 -1.764462
Cl: -1.767089 0.828358 0.308126
Cl: -0.731836 -3.772316 -2.262928

Atoms 1-6, force components in eV/Å:
0.9 0.3 0.9
-0.5 -0.3 -0.3
-0.5 0.1 -0.4
-0.2 -0.2 -0.2
0.1 -0.3 0.0
0.1 0.3 0.4

---

2.
C15H14B3CsF6N6O11 as an isolated structure at a distorted geometry. Source: the OMol25 dataset; level of theory: ωB97M-V/def2-TZVPD.

Results
Charge: -2
Spin multiplicity: 1
Energy relative to the best compared isomer or geometry (same formula, charge and spin), kJ/mol: 294.83

Geometry (Å):
Cs: -0.375797 0.783036 0.642410
C: -1.963881 -1.438340 -1.963410
C: -0.564647 -1.944604 -1.790949
N: -0.178800 -2.952235 -1.116244
O: -1.267593 -3.583401 -0.437777
B: -1.097593 -4.920692 -0.255754
F: -0.139390 -5.632807 -0.845902
F: -1.960977 -5.551793 0.536705
O: 1.226563 -4.977905 2.027963
N: 1.680080 -3.641340 2.030844
C: 2.398652 -3.117602 1.117973
C: 2.864032 -3.924964 -0.048707
C: 2.712848 -1.695286 1.240965
N: 3.074311 -1.187227 0.119456
O: 3.137934 0.140767 0.120397
B: 3.197840 0.749579 -1.275586
F: 4.503686 0.796422 -1.744582
F: 2.668802 2.024284 -1.089386
O: 2.417846 -0.027566 -2.270561
N: 1.301377 -0.560810 -1.718744
C: 0.569960 -1.257954 -2.489272
C: 0.783850 -1.504508 -3.951885
C: 2.471896 -0.911941 2.495419
H: -2.681911 -2.024439 -1.398090
H: -2.220695 -1.464675 -3.024273
H: -2.023714 -0.392602 -1.651428
H: 2.292973 -4.844304 -0.123443
H: 3.922373 -4.155386 0.084945
H: 2.763298 -3.326605 -0.950548
H: 1.790544 -1.193776 -4.221658
H: 0.070212 -0.931046 -4.548344
H: 0.645642 -2.563156 -4.178525
H: 2.314920 -1.563424 3.352411
H: 1.596085 -0.274839 2.380242
H: 3.317628 -0.253092 2.685859
O: -0.848218 1.923148 2.964421
C: -1.901669 2.624066 2.955025
O: -2.788121 2.693038 3.811708
C: -2.085040 3.541073 1.728918
C: -1.897106 4.883910 1.880226
C: -2.089485 5.778779 0.808633
C: -2.443095 5.306740 -0.441193
C: -2.594784 3.952526 -0.612613
C: -2.519601 2.984337 0.460793
O: -2.836022 1.781880 0.309237
N: -2.874398 3.489743 -1.960421
O: -3.586316 4.183788 -2.677220
O: -2.416580 2.417285 -2.313867
N: -1.910090 7.186262 0.995172
O: -1.599689 7.597643 2.108111
O: -2.126563 7.944650 0.051429
H: -1.615339 5.280484 2.845734
H: -2.576724 5.978709 -1.275494
F: -0.550178 -3.744561 3.113067
B: 0.741492 -4.144187 3.135420
F: 1.269172 -4.335080 4.372397

Atoms 1-6, force components in eV/Å:
1.0 -0.6 -0.5
0.1 -0.1 0.0
0.0 0.1 -0.1
-0.1 0.0 0.0
0.0 -0.3 0.0
0.2 0.2 0.3

---

3.
A 2-piece molecular cluster, C3H11NO2 overall at a distorted geometry. Source: the OMol25 dataset; level of theory: ωB97M-V/def2-TZVPD.

Results
Charge: +1
Spin multiplicity: 2
Energy relative to the best compared isomer or geometry (same formula, charge and spin), kJ/mol: 195.68

Geometry (Å):
C: -0.228777 1.175176 -0.564178
N: -1.395157 0.560240 0.075222
C: -1.237756 -0.771557 0.650181
C: -2.128274 -1.976797 0.457785
O: -1.369331 -3.032438 -0.102820
H: 0.690106 1.307708 -0.030488
H: -0.007669 0.747544 -1.568959
H: -0.650729 2.153327 -0.885199
H: -1.797396 1.169805 0.853728
H: -1.307507 -0.637803 1.773450
H: -0.169026 -0.945802 0.473803
H: -2.820911 -1.640499 -0.363842
H: -2.711597 -2.318852 1.316023
H: -1.246907 -3.756368 0.547411
H: 5.695452 3.142726 -0.284389
H: 5.115572 1.988308 -1.161683
O: 5.569908 2.835283 -1.186044

Atoms 1-6, force components in eV/Å:
-2.4 1.4 -3.1
1.1 -0.1 3.4
2.0 1.4 2.1
-1.1 -1.2 -2.9
-0.1 -0.2 0.8
0.2 -0.2 1.0

---

4.
The molecule C4H6O at a distorted geometry. Source: the OMol25 dataset; level of theory: ωB97M-V/def2-TZVPD.

Results
SMILES string: OCC1C=C1
Charge: 0
Spin multiplicity: 1
Energy relative to the best compared isomer or geometry (same formula, charge and spin), kJ/mol: 278.51

Geometry (Å):
O: -1.718485 -0.669816 -0.361169
C: -1.208609 0.576334 -0.021169
C: 0.594272 0.589723 -0.252428
C: 1.354266 -0.232011 0.726252
C: 1.214847 -0.747906 -0.465164
H: -1.262909 -1.342049 0.159300
H: -1.616490 1.315263 -0.703688
H: -1.376445 0.847781 1.023698
H: 0.943775 1.511981 -0.685749
H: 1.695542 -0.308567 1.731723
H: 1.380237 -1.540738 -1.151603

Atoms 1-6, force components in eV/Å:
-0.1 -0.3 0.0
3.7 0.4 -0.6
-3.8 -0.5 0.9
-0.2 -0.2 -1.2
0.0 0.8 1.0
0.0 0.0 0.0

---

5.
The molecule C4H6O2S at a distorted geometry. Source: the OMol25 dataset; level of theory: ωB97M-V/def2-TZVPD.

Results
Charge: 0
Spin multiplicity: 1
Energy relative to the best compared isomer or geometry (same formula, charge and spin), kJ/mol: 333.30

Geometry (Å):
C: -0.210577 0.553507 -1.633113
C: -0.731257 -0.620323 -0.944001
C: -0.666827 -0.378012 0.624190
C: 0.825215 -0.224210 1.065589
O: -0.241409 1.236663 -2.589362
O: 1.211975 2.479556 0.883039
S: 1.785820 1.267474 0.369372
H: -1.753665 -0.740009 -1.106034
H: -0.217992 -1.510466 -1.356633
H: -1.351151 0.412385 0.878420
H: -1.111742 -1.107905 1.119071
H: 0.980174 -0.401901 2.134951
H: 1.481435 -0.966758 0.554512

Atoms 1-6, force components in eV/Å:
2.1 1.5 -0.1
0.4 0.0 1.5
3.5 2.4 -3.1
0.6 0.2 -1.0
-0.7 -1.0 0.5
-1.0 2.7 1.1

---

6.
C17H17BCrN9Se as an isolated structure at a distorted geometry. Source: the OMol25 dataset; level of theory: ωB97M-V/def2-TZVPD.

Results
Charge: 0
Spin multiplicity: 6

Geometry (Å):
Cr: 0.057343 0.168215 1.609365
C: 0.065043 4.229615 2.048865
C: 0.060143 2.955815 2.636665
N: 0.057743 2.089115 1.609365
N: 0.060643 2.654015 0.467565
C: 0.066443 4.038015 0.667365
B: 0.055343 1.754915 -0.808535
N: -1.202957 0.832415 -0.720035
C: -2.294057 0.620715 -1.573335
C: -3.089557 -0.337185 -0.945635
C: -2.454757 -0.682085 0.265165
N: -1.998957 0.171315 1.021265
N: 1.328643 0.832315 -0.728135
C: 2.437243 0.603315 -1.561935
C: 3.216243 -0.356285 -0.918735
C: 2.563743 -0.687985 0.280565
N: 2.114243 0.171715 1.021265
N: -0.000357 2.632415 -2.088335
C: -0.982457 3.507215 -2.387835
C: -0.689557 4.096915 -3.595835
C: 0.503243 3.531115 -3.989635
N: 0.901043 2.644915 -3.057035
H: 0.068943 5.184215 2.557165
H: 0.059843 2.719015 3.692565
H: 0.072443 4.801215 -0.099035
H: -2.479957 1.106115 -2.521735
H: -4.020857 -0.736385 -1.324635
H: -2.779257 -1.390785 0.997665
H: 2.664343 1.067215 -2.508635
H: 4.150343 -0.763485 -1.282035
H: 2.874843 -1.394385 1.023365
H: -1.851557 3.704215 -1.772635
H: -1.269857 4.842715 -4.122035
H: 1.048243 3.750115 -4.897835
Se: 0.057343 -2.301385 1.609365
C: 0.057343 -4.220385 1.609365
C: -0.256957 -4.922385 0.442165
C: -0.251457 -6.319685 0.462765
N: 0.057343 -6.983185 1.609365
C: 0.366043 -6.319585 2.755965
C: 0.371643 -4.922385 2.776565
H: -0.502457 -4.393285 -0.469635
H: -0.492557 -6.876485 -0.432835
H: 0.607243 -6.876485 3.651565
H: 0.617143 -4.393285 3.688365
H: 0.057343 0.168215 3.302365

Atoms 1-6, force components in eV/Å:
0.0 -0.2 0.6
0.0 0.2 -0.4
0.0 1.0 -1.5
0.0 -0.6 3.7
0.0 4.0 -1.8
0.0 -1.1 0.7

---

7.
The molecule C4H9NO. Source: the OMol25 dataset; level of theory: ωB97M-V/def2-TZVPD.

Results
SMILES string: OCCN1CC1
Charge: 0
Spin multiplicity: 1
Energy relative to the best compared isomer or geometry (same formula, charge and spin), kJ/mol: 224.64

Geometry (Å):
O: 0.953868 -2.276265 0.082567
C: 0.375545 -1.518751 1.116193
C: -0.531255 -0.439362 0.532879
N: 0.234122 0.300664 -0.471715
C: -0.518245 1.117088 -1.404347
C: 0.308877 1.744614 -0.346564
H: 1.263541 -1.611665 -0.554481
H: 1.146296 -1.053954 1.753579
H: -0.205221 -2.205256 1.741185
H: -1.383407 -0.921162 0.039559
H: -0.919627 0.217501 1.327113
H: -0.171138 1.094635 -2.435130
H: -1.601465 1.147540 -1.282172
H: -0.216545 2.202631 0.491424
H: 1.264654 2.201742 -0.590091

Atoms 1-6, force components in eV/Å:
0.2 0.1 -0.2
-0.2 0.1 0.3
-0.1 -0.1 0.1
0.0 -0.1 0.0
-0.1 0.0 -0.2
0.1 0.2 0.1

---

8.
The molecule C18H20N4O2. Source: the OMol25 dataset; level of theory: ωB97M-V/def2-TZVPD.

Results
SMILES string: Cc1nn(CC(=O)NC[C@@H](C)c2ccccc2)c(=O)c2cccn12
Charge: 0
Spin multiplicity: 1
Energy relative to the best compared isomer or geometry (same formula, charge and spin), kJ/mol: 0.00

Geometry (Å):
C: 0.747274 1.353304 -2.836135
C: 0.505250 0.103179 -2.064594
N: -0.665689 -0.145749 -1.614211
N: -0.926632 -1.258645 -0.898821
C: -2.301226 -1.429582 -0.484238
C: -2.780718 -0.433447 0.585544
O: -3.547600 -0.763489 1.462433
N: -2.320277 0.815334 0.400566
C: -2.550534 1.903212 1.318982
C: -1.417475 2.054740 2.364090
C: -1.649459 1.111560 3.543159
C: -0.077753 1.856797 1.694795
C: 0.525111 2.926545 1.041783
C: 1.750703 2.780830 0.417261
C: 2.400275 1.558023 0.441319
C: 1.805311 0.483326 1.078859
C: 0.571239 0.627627 1.688920
C: 0.020167 -2.223261 -0.577895
O: -0.269408 -3.204702 0.076361
C: 1.333871 -1.923799 -1.106894
C: 2.530703 -2.600496 -1.026985
C: 3.481328 -1.837164 -1.724255
C: 2.852148 -0.719298 -2.211723
N: 1.546994 -0.767030 -1.842213
H: -0.188183 1.892514 -2.945339
H: 1.144817 1.119529 -3.822618
H: 1.464926 1.981395 -2.309826
H: -2.956351 -1.324069 -1.354856
H: -2.392905 -2.439172 -0.077226
H: -1.659986 0.967586 -0.351402
H: -3.492409 1.705940 1.835554
H: -2.643824 2.821349 0.732929
H: -1.457315 3.085235 2.735686
H: -2.508470 1.449917 4.117873
H: -0.780923 1.096104 4.198007
H: -1.858478 0.101392 3.203980
H: 0.033382 3.889482 1.033873
H: 2.206540 3.628199 -0.075526
H: 3.366968 1.442288 -0.027613
H: 2.306645 -0.473140 1.107481
H: 0.123264 -0.226407 2.172022
H: 2.685939 -3.532374 -0.523129
H: 4.516911 -2.081715 -1.854229
H: 3.244686 0.092282 -2.790457

Atoms 1-6, force components in eV/Å:
0.1 -0.1 0.0
-0.5 0.3 0.0
0.1 0.5 -0.6
0.4 -0.4 0.1
-0.4 -0.2 0.3
0.3 -0.2 -0.5

---

Number 1: total energy -203158.1159 eV. Number 2: total energy -66134.9602 eV. Number 3: total energy -8864.0830 eV. Number 4: total energy -6289.0314 eV. Number 5: total energy -19171.8523 eV. Number 6: total energy -125748.9456 eV. Number 7: total energy -7829.9917 eV. Number 8: total energy -29046.8614 eV.